1.
Formula: C29H34IN2O3S3SbSc
Source: OMol25
Level of theory: wB97M-V/def2-TZVPD

ORCA input file:
```
! wB97M-V def2-TZVPD RIJCOSX def2/J DEFGRID3
* xyz -1 1
Sc -0.56550 -1.23542 0.19504
C 2.91345 1.55547 -0.86220
C 2.02122 0.35390 -0.70694
N 0.90710 0.45211 -0.05342
N 0.67183 1.73328 0.44798
C -0.30689 1.82100 1.27821
S -1.43143 0.62875 1.81782
S -0.58406 3.41734 1.99132
C 0.76143 4.38573 1.28658
C 2.16011 4.11348 1.78953
C 3.20783 4.82713 1.21584
C 4.52005 4.59704 1.59574
C 4.80328 3.64360 2.56386
C 3.76371 2.93624 3.14778
C 2.45141 3.17028 2.76470
C 2.43828 -0.91820 -1.32356
C 3.80184 -1.16094 -1.53744
C 4.25462 -2.31710 -2.13518
C 3.32617 -3.26356 -2.56548
C 1.97951 -3.06082 -2.36966
C 1.50955 -1.90916 -1.71863
O 0.21783 -1.78509 -1.49251
H 3.35594 1.82979 0.09753
H 2.31412 2.41166 -1.17037
H 3.69625 1.37937 -1.59185
H 0.49272 5.42454 1.49706
H 0.74376 4.25770 0.20281
H 2.99174 5.56289 0.44968
H 5.32151 5.15801 1.13279
H 5.82667 3.45158 2.85787
H 3.97131 2.18447 3.89764
H 1.64934 2.60173 3.21534
H 4.52354 -0.43272 -1.19585
H 5.31363 -2.48471 -2.26581
H 3.66345 -4.17502 -3.04476
H 1.24463 -3.79334 -2.67471
C -1.17823 3.53886 -2.08726
C -1.86723 2.49047 -2.94870
Sb -2.22452 0.66914 -1.84169
C -3.97597 1.36203 -0.80803
C -5.20607 1.63726 -1.65517
C -3.12138 -0.46312 -3.43965
C -3.57858 0.30652 -4.66775
H -1.01662 4.47254 -2.63214
H -0.20886 3.17733 -1.73976
H -1.75998 3.77667 -1.19397
H -1.25502 2.24725 -3.81808
H -2.82917 2.84452 -3.32079
H -3.65586 2.25775 -0.26934
H -4.18002 0.60465 -0.04912
H -5.02951 2.42064 -2.39458
H -6.04715 1.96224 -1.03857
H -5.52680 0.74405 -2.19227
H -3.94293 -1.01296 -2.97564
H -2.37623 -1.21428 -3.71274
H -4.32160 1.06488 -4.42428
H -4.02550 -0.36333 -5.40497
H -2.74739 0.81505 -5.15715
O -3.19061 -6.57043 4.95935
C -2.04864 -6.85502 4.28230
O -1.69103 -8.00062 4.19614
C -1.30562 -5.70764 3.69641
C -0.21074 -5.99911 2.88315
C 0.51281 -4.98890 2.28589
C 0.17842 -3.64598 2.48815
S 1.12573 -2.36773 1.73040
C -0.90062 -3.35577 3.32698
C -1.63676 -4.36902 3.90966
H -3.37601 -5.62705 4.89715
H 0.04885 -7.03672 2.72120
H 1.34632 -5.22540 1.63851
H -1.17105 -2.32030 3.51203
H -2.46717 -4.06796 4.53934
I -3.06924 -2.56154 -0.03175
*
```

Properties
Molecular weight (g/mol): 848.4
HOMO energy (Ha): -0.1910
Energy above the lowest of the compared OMol25 structures with the same formula, charge and spin (eV): 0.0000

Mulliken atomic charge list, values in e, 5 entries: atom 1 (Sc): 0.13, atom 2 (C): -1.53, atom 3 (C): 0.95, atom 4 (N): 0.92, atom 5 (N): -0.28

***

2.
Formula: C29H34IrN9O3
Source: OMol25
Level of theory: wB97M-V/def2-TZVPD

ORCA input file:
```
! wB97M-V def2-TZVPD RIJCOSX def2/J DEFGRID3
* xyz 2 1
Ir -0.08087 0.33412 0.44731
C -2.61594 -2.59207 3.12257
C -1.67500 -1.60132 2.80709
N -1.74122 -0.85984 1.71867
C -2.80547 -1.03001 0.88239
C -3.78620 -2.01454 1.10461
C -3.66110 -2.80630 2.26501
C -4.83209 -2.15548 0.15779
C -4.86679 -1.33347 -0.93024
C -3.90258 -0.31902 -1.13772
C -2.88164 -0.14074 -0.23655
N -1.91129 0.83717 -0.19521
C -2.10544 2.15512 -0.54766
C -3.25350 2.78150 -0.99074
C -3.25442 4.16945 -1.23722
C -2.14940 4.95046 -1.04197
C -0.97247 4.35429 -0.53786
C 0.21368 5.05975 -0.23870
C 1.28375 4.39084 0.28506
C 1.20087 3.01301 0.52876
N 0.10530 2.32587 0.25862
C -0.97421 2.97323 -0.28914
H -2.50563 -3.16274 4.03372
H -0.84448 -1.40387 3.47717
H -4.40107 -3.56882 2.47403
H -5.58777 -2.91424 0.30918
H -5.65891 -1.44611 -1.65871
H -3.97993 0.30887 -2.01360
H -4.17016 2.23059 -1.13124
H -4.17109 4.62163 -1.59208
H -2.16582 6.01170 -1.24768
H 0.26148 6.12535 -0.42419
H 2.20557 4.90062 0.52484
H 2.03040 2.46080 0.94184
N 0.50106 -1.82193 0.49643
C 1.96892 -2.01512 0.48428
C 2.43304 -3.19237 1.35066
C 1.95457 -3.28617 2.80894
C 2.13529 -2.08179 3.73507
N 3.49696 -1.55997 3.66640
C 3.88496 -0.41842 4.22774
N 3.26812 0.03443 5.32067
N 4.89489 0.25026 3.67871
C 2.66453 -0.71076 0.88039
O 3.88649 -0.67028 0.95161
O 1.87713 0.27147 1.12880
H 0.07711 -2.31839 1.27073
H 0.08305 -2.20688 -0.34573
H 2.28513 -2.23683 -0.53642
H 3.52345 -3.19329 1.29544
H 2.12702 -4.12083 0.86399
H 2.46998 -4.14193 3.24933
H 0.89523 -3.55622 2.85063
H 1.91142 -2.41897 4.74975
H 1.44168 -1.27036 3.48713
H 4.04710 -1.84034 2.86750
H 2.69188 -0.57984 5.87029
H 3.55302 0.89834 5.74975
H 5.02769 0.15015 2.67756
H 5.28223 1.06226 4.12849
N 0.32989 0.04925 -1.61595
C 0.52230 -0.13567 -2.74031
N 0.75815 -0.36832 -3.99874
C 1.69026 0.51302 -4.74072
C 0.88233 1.54728 -5.50504
O -0.06286 0.91557 -6.34342
C -1.00102 0.15790 -5.60949
C -0.30788 -0.95631 -4.84359
H 2.24459 -0.12415 -5.42976
H 2.38802 0.96925 -4.04066
H 1.53413 2.13911 -6.14486
H 0.37286 2.22177 -4.80229
H -1.70622 -0.25927 -6.32603
H -1.54990 0.80746 -4.91260
H 0.17814 -1.64901 -5.53058
H -1.00130 -1.50993 -4.21225
*
```

Properties
Molecular weight (g/mol): 748.9
HOMO energy (Ha): -0.4326
Energy above the lowest of the compared OMol25 structures with the same formula, charge and spin (eV): 2.0299

Mulliken atomic charge list, values in e, 5 entries: atom 1 (Ir): 2.57, atom 2 (C): -0.82, atom 3 (C): -0.71, atom 4 (N): -0.22, atom 5 (C): 1.05

***

3.
Formula: C29H34IrN9O3
Source: OMol25
Level of theory: wB97M-V/def2-TZVPD

ORCA input file:
```
! wB97M-V def2-TZVPD RIJCOSX def2/J DEFGRID3
* xyz 2 1
Ir 0.00749 -0.07977 0.45104
C -2.99587 2.07306 2.82197
C -2.36681 0.98837 2.19025
N -1.07155 0.94685 1.96103
C -0.29216 2.00581 2.38115
C -0.84403 3.13440 3.00807
C -2.24149 3.14509 3.21707
C 0.02209 4.18690 3.39994
C 1.36392 4.07915 3.17163
C 1.92511 2.93295 2.55937
C 1.11499 1.89879 2.16729
N 1.42932 0.66515 1.64368
C 2.33079 -0.23108 2.17146
C 3.42890 -0.00529 2.97196
C 4.17232 -1.09268 3.47948
C 3.83734 -2.39419 3.22776
C 2.68355 -2.66884 2.45737
C 2.18848 -3.96424 2.18560
C 1.03105 -4.12410 1.47401
C 0.33928 -2.99216 1.01801
N 0.78208 -1.77488 1.25846
C 1.94952 -1.58642 1.94733
H -4.06222 2.04030 2.99328
H -2.93528 0.12157 1.87867
H -2.70041 3.99892 3.70018
H -0.39449 5.06373 3.87697
H 2.02372 4.88362 3.46738
H 2.99219 2.88285 2.39692
H 3.73319 0.99859 3.22799
H 5.03748 -0.87605 4.09212
H 4.42381 -3.21130 3.62460
H 2.73034 -4.82587 2.55553
H 0.63374 -5.10556 1.25974
H -0.57745 -3.06528 0.44706
N -0.67334 1.60390 -0.63340
C -1.33621 1.16207 -1.89642
C -2.46800 2.09522 -2.34162
C -3.64815 2.36190 -1.39399
C -4.45444 1.17580 -0.86446
N -4.82481 0.25959 -1.94569
C -5.38297 -0.93479 -1.73858
N -6.24241 -1.10699 -0.73188
N -5.06135 -1.93428 -2.55135
C -1.77175 -0.31137 -1.80514
O -2.36292 -0.78826 -2.77103
O -1.49134 -0.94198 -0.72605
H -1.29690 2.19026 -0.08203
H 0.12852 2.18702 -0.85714
H -0.58096 1.19784 -2.68326
H -2.82751 1.70937 -3.29731
H -2.02797 3.06671 -2.57901
H -4.32974 3.02074 -1.93534
H -3.32750 2.94006 -0.52164
H -5.34970 1.57989 -0.38962
H -3.89401 0.61561 -0.11104
H -4.21879 0.28248 -2.75637
H -6.69639 -0.31313 -0.31306
H -6.63743 -2.01335 -0.54608
H -4.13963 -1.90179 -2.98124
H -5.55505 -2.81039 -2.52200
N 1.27689 -0.46146 -1.02278
C 2.03740 -0.62536 -1.87558
N 2.87585 -0.79589 -2.85641
C 2.92778 -2.10618 -3.54688
C 4.07439 -2.91938 -2.97057
O 5.28529 -2.19875 -3.05960
C 5.24689 -1.00460 -2.30649
C 4.16999 -0.07372 -2.83914
H 3.09744 -1.90101 -4.60372
H 1.96898 -2.60900 -3.43129
H 4.20609 -3.84012 -3.53583
H 3.86266 -3.17636 -1.92271
H 6.22621 -0.53808 -2.39484
H 5.05783 -1.22897 -1.24709
H 4.38674 0.21544 -3.86740
H 4.07137 0.82287 -2.22928
*
```

Properties
Molecular weight (g/mol): 748.9
HOMO energy (Ha): -0.4347
Energy above the lowest of the compared OMol25 structures with the same formula, charge and spin (eV): 0.0000

Mulliken atomic charge list, values in e, 5 entries: atom 1 (Ir): 1.42, atom 2 (C): -1.12, atom 3 (C): -0.27, atom 4 (N): 0.24, atom 5 (C): 1.55

***

4.
Formula: C29H35BO3
Source: OMol25
Level of theory: wB97M-V/def2-TZVPD

ORCA input file:
```
! wB97M-V def2-TZVPD RIJCOSX def2/J DEFGRID3
* xyz 0 1
C -3.67099 -1.47940 -2.89453
C -2.64694 -2.50279 -2.39105
C -3.16681 -3.92159 -2.63020
O -1.42233 -2.30814 -3.10904
B -0.60305 -1.38816 -2.24777
C 0.84197 -2.02573 -1.96460
C 1.53932 -1.66676 -0.83558
C 2.79860 -2.18512 -0.60754
C 3.35341 -3.06628 -1.51564
C 2.64734 -3.42607 -2.64793
C 1.38822 -2.90346 -2.86920
C -0.41386 0.02252 -3.04911
C 0.23317 1.08772 -2.26410
C -0.33631 1.63948 -1.21256
O -1.30267 -1.16364 -0.93971
C -2.25803 -2.22899 -0.86907
C -3.45199 -1.80078 -0.01270
C -1.57279 -3.44998 -0.24356
H -4.64951 -1.62932 -2.43944
H -3.33863 -0.46858 -2.66953
H -3.78547 -1.55893 -3.97435
H -4.06205 -4.12046 -2.04304
H -3.41036 -4.06333 -3.68147
H -2.40998 -4.65799 -2.37211
H 1.08745 -0.97642 -0.14416
H 3.35099 -1.89421 0.27151
H 4.34010 -3.46648 -1.34523
H 3.08197 -4.10763 -3.36140
H 0.81559 -3.16872 -3.74170
H 0.15145 -0.23150 -3.94824
H -1.40961 0.32445 -3.37123
H 1.22253 1.40236 -2.55857
H 0.14668 2.41207 -0.64661
H -1.30353 1.31803 -0.87917
H -4.22750 -2.56531 -0.00214
H -3.13779 -1.61974 1.01365
H -3.88191 -0.87486 -0.38665
H -2.26369 -4.28297 -0.11920
H -0.74393 -3.77779 -0.86753
H -1.16794 -3.19920 0.73536
C 6.23911 1.77918 2.62245
O 5.29242 0.75294 2.77268
C 3.97786 1.14846 2.60430
C 2.99876 0.14727 2.72606
C 1.67458 0.42755 2.58811
C 1.21479 1.74513 2.34835
C -0.18201 1.93469 2.27488
C -0.99639 3.10079 2.29437
C -2.38273 2.92926 2.09735
C -3.25608 3.98123 2.21190
C -2.78634 5.24696 2.50711
C -1.42880 5.44933 2.68656
C -0.54299 4.40151 2.58571
C 2.20505 2.74679 2.18709
C 3.53625 2.45787 2.32285
H 7.23227 1.34519 2.73494
H 6.15329 2.21851 1.62899
H 6.09780 2.53786 3.39214
H 3.32788 -0.84959 2.95615
H 0.94881 -0.35949 2.69645
H -0.74630 1.01636 2.22644
H -2.75788 1.94387 1.88007
H -4.31313 3.81668 2.08792
H -3.47894 6.06828 2.60376
H -1.06873 6.43905 2.91524
H 0.49573 4.57499 2.79104
H 1.91703 3.73466 1.88088
H 4.26766 3.23840 2.21133
*
```

Properties
Molecular weight (g/mol): 442.4
HOMO energy (Ha): -0.2339
Energy above the lowest of the compared OMol25 structures with the same formula, charge and spin (eV): 1.9007

Mulliken atomic charge list, values in e, 5 entries: atom 1 (C): -1.92, atom 2 (C): 1.75, atom 3 (C): -1.93, atom 4 (O): -0.58, atom 5 (B): 1.19

***

Number 1: largest force on an atom 0.51 eV/Å, frontier orbital gap 7.51 eV. Number 2: largest force on an atom 2.43 eV/Å, frontier orbital gap 6.17 eV. Number 3: largest force on an atom 1.33 eV/Å, frontier orbital gap 6.62 eV. Number 4: largest force on an atom 2.69 eV/Å, frontier orbital gap 3.00 eV.